Record 1
DFT (wB97M-V/def2-TZVPD) results for an isolated ion of composition C39H36NO4 and charge -1 at a distorted geometry.

Each atom is followed by the atoms it is bonded to, with distances in Å.
Geometry (Å):
1 C -1.43 2.09 -1.65  C2 1.529, H45 1.099, H46 1.100, H47 1.099
2 C -0.07 2.44 -2.24  C1 1.529, N3 1.488, H48 1.106, H49 1.100
3 N 1.05 2.26 -1.27  C2 1.488, C4 1.484, C6 1.369
4 C 1.78 3.50 -0.89  N3 1.484, C5 1.513, H50 1.096, H51 1.097
5 C 2.93 3.84 -1.81  C4 1.513, H52 1.093, H53 1.093, H54 1.095
6 C 1.72 1.08 -1.15  N3 1.369, O7 1.234, C8 1.532
7 O 2.90 1.06 -0.77  C6 1.234
8 C 0.93 -0.20 -1.42  C6 1.532, C9 1.526, C17 1.503, H55 1.088
9 C 1.62 -0.88 -2.60  C8 1.526, O10 1.230, C11 1.503
10 O 2.82 -1.14 -2.54  C9 1.230
11 C 0.82 -1.28 -3.80  C9 1.503, C12 1.410, C16 1.407
12 C -0.41 -0.71 -4.21  C11 1.410, C13 1.400, H56 1.093
13 C -0.94 -1.03 -5.47  C12 1.400, C14 1.399, H57 1.092
14 C -0.30 -1.97 -6.29  C13 1.399, C15 1.401, H58 1.090
15 C 0.86 -2.61 -5.84  C14 1.401, C16 1.390, H59 1.088
16 C 1.40 -2.27 -4.61  C11 1.407, C15 1.390, H60 1.089
17 C 0.95 -1.10 -0.21  C8 1.503, C18 1.534, C26 1.530, H61 1.101
18 C 0.20 -2.42 -0.45  C17 1.534, C19 1.400, C25 1.398
19 C 0.90 -3.62 -0.29  C18 1.400, C20 1.381, H62 1.092
20 C 0.25 -4.83 -0.29  C19 1.381, C21 1.413, H63 1.088
21 C -1.15 -4.88 -0.48  C20 1.413, O22 1.362, C24 1.415
22 O -1.73 -6.10 -0.33  C21 1.362, C23 1.443
23 C -3.15 -6.26 -0.53  O22 1.443, H64 1.090, H65 1.099, H66 1.099
24 C -1.85 -3.69 -0.80  C21 1.415, C25 1.402, H67 1.092
25 C -1.15 -2.47 -0.82  C18 1.398, C24 1.402, H68 1.096
26 C 0.50 -0.34 1.03  C17 1.530, C27 1.398, C44 1.396
27 C 1.49 0.40 1.70  C26 1.398, C28 1.377, H69 1.091
28 C 1.20 1.31 2.70  C27 1.377, C29 1.471, C35 1.480
29 C 2.22 2.27 3.15  C28 1.471, C30 1.419, C34 1.406
30 C 3.39 2.49 2.37  C29 1.419, C31 1.397, H70 1.094
31 C 4.38 3.37 2.81  C30 1.397, C32 1.401, H71 1.090
32 C 4.23 4.07 4.01  C31 1.401, C33 1.400, H72 1.092
33 C 3.07 3.89 4.77  C32 1.400, C34 1.390, H73 1.090
34 C 2.09 3.00 4.34  C29 1.406, C33 1.390, H74 1.084
35 C -0.13 1.21 3.33  C28 1.480, O36 1.252, C37 1.484
36 O -0.36 1.75 4.44  C35 1.252
37 C -1.18 0.42 2.64  C35 1.484, C38 1.468, C44 1.393
38 C -2.55 0.38 3.15  C37 1.468, C39 1.422, C43 1.410
39 C -3.62 -0.19 2.39  C38 1.422, C40 1.398, H75 1.092
40 C -4.93 -0.19 2.89  C39 1.398, C41 1.400, H76 1.088
41 C -5.23 0.37 4.14  C40 1.400, C42 1.399, H77 1.091
42 C -4.19 0.89 4.91  C41 1.399, C43 1.389, H78 1.088
43 C -2.88 0.87 4.43  C38 1.410, C42 1.389, H79 1.083
44 C -0.81 -0.31 1.50  C26 1.396, C37 1.393, H80 1.085
45 H -2.18 2.79 -2.06  C1 1.099
46 H -1.75 1.07 -1.93  C1 1.100
47 H -1.42 2.18 -0.55  C1 1.099
48 H 0.14 1.83 -3.14  C2 1.106
49 H -0.05 3.50 -2.55  C2 1.100
50 H 1.04 4.30 -0.88  C4 1.096
51 H 2.15 3.35 0.14  C4 1.097
52 H 3.56 4.60 -1.35  C5 1.093
53 H 3.54 2.94 -1.98  C5 1.093
54 H 2.56 4.22 -2.77  C5 1.095
55 H -0.11 0.04 -1.66  C8 1.088
56 H -0.95 -0.02 -3.56  C12 1.093
57 H -1.86 -0.54 -5.80  C13 1.092
58 H -0.73 -2.23 -7.25  C14 1.090
59 H 1.35 -3.37 -6.43  C15 1.088
60 H 2.32 -2.75 -4.25  C16 1.089
61 H 2.01 -1.36 -0.07  C17 1.101
62 H 1.98 -3.57 -0.12  C19 1.092
63 H 0.77 -5.77 -0.11  C20 1.088
64 H -3.31 -7.33 -0.38  C23 1.090
65 H -3.72 -5.69 0.21  C23 1.099
66 H -3.44 -5.97 -1.55  C23 1.099
67 H -2.92 -3.70 -1.00  C24 1.092
68 H -1.71 -1.56 -1.07  C25 1.096
69 H 2.52 0.24 1.40  C27 1.091
70 H 3.52 1.98 1.41  C30 1.094
71 H 5.28 3.50 2.20  C31 1.090
72 H 5.02 4.74 4.36  C32 1.092
73 H 2.92 4.43 5.70  C33 1.090
74 H 1.20 2.86 4.94  C34 1.084
75 H -3.43 -0.61 1.41  C39 1.092
76 H -5.72 -0.63 2.28  C40 1.088
77 H -6.25 0.38 4.51  C41 1.091
78 H -4.37 1.33 5.89  C42 1.088
79 H -2.09 1.28 5.04  C43 1.083
80 H -1.55 -0.91 1.00  C44 1.085

Computed properties:
Total charge: -1
Structure (SMILES): CCN(CC)C(=O)[C@@H](C(=O)c1ccccc1)[C@H](c1ccc(OC)cc1)c1cc(-c2ccccc2)c([O-])c(-c2ccccc2)c1
Relative energy (zero: lowest compared OMol25 entry of this formula, charge and spin) (eV): 0.0000
E_tot (eV): -50708.94647
HOMO-LUMO gap (eV): 5.32
Lowest unoccupied orbital energy (eV): 2.028
Multiplicity: 1

Record 2
DFT (wB97M-V/def2-TZVPD) results for a 14-piece molecular cluster, C60H140N8O8 overall at a distorted geometry.

Each atom is followed by the atoms it is bonded to, with distances in Å.
Geometry (Å):
1 C 2.86 1.66 -4.16  C2 1.550, H7 1.104, H8 1.093, H9 1.091
2 C 4.28 1.05 -4.08  C1 1.550, C3 1.554, H10 1.107, H11 1.118
3 C 5.37 1.97 -4.70  C2 1.554, C4 1.504, H12 1.106, H13 1.095
4 C 5.38 1.97 -6.20  C3 1.504, C5 1.559, H14 1.088, H15 1.083
5 C 6.51 2.90 -6.71  C4 1.559, C6 1.497, H16 1.093, H17 1.120
6 C 7.86 2.26 -6.77  C5 1.497, H18 1.088, H19 1.085, H20 1.107
7 H 2.75 2.56 -3.52  C1 1.104
8 H 2.09 0.94 -3.86  C1 1.093
9 H 2.71 1.98 -5.19  C1 1.091
10 H 4.48 0.90 -3.00  C2 1.107
11 H 4.26 0.00 -4.48  C2 1.118
12 H 6.41 1.73 -4.39  C3 1.106
13 H 5.20 3.03 -4.48  C3 1.095
14 H 5.58 0.99 -6.63  C4 1.088
15 H 4.42 2.33 -6.56  C4 1.083
16 H 6.28 3.26 -7.72  C5 1.093
17 H 6.43 3.79 -6.03  C5 1.120
18 H 8.68 2.88 -7.10  C6 1.088
19 H 8.19 1.85 -5.82  C6 1.085
20 H 7.82 1.40 -7.46  C6 1.107
21 C 1.92 3.91 0.10  C22 1.517, H27 1.079, H28 1.096, H29 1.078
22 C 3.33 3.50 0.45  C21 1.517, C23 1.521, H30 1.098, H31 1.095
23 C 3.75 2.16 -0.15  C22 1.521, C24 1.541, H32 1.079, H33 1.088
24 C 5.20 1.81 0.21  C23 1.541, C25 1.544, H34 1.099, H35 1.111
25 C 5.41 1.60 1.72  C24 1.544, C26 1.527, H36 1.096, H37 1.095
26 C 6.68 0.81 2.03  C25 1.527, H38 1.084, H39 1.110, H40 1.102
27 H 1.70 4.86 0.56  C21 1.079
28 H 1.14 3.23 0.47  C21 1.096
29 H 1.79 4.00 -0.97  C21 1.078
30 H 4.06 4.24 0.08  C22 1.098
31 H 3.43 3.51 1.54  C22 1.095
32 H 3.65 2.31 -1.22  C23 1.079
33 H 3.16 1.29 0.13  C23 1.088
34 H 5.45 0.88 -0.33  C24 1.099
35 H 5.94 2.59 -0.09  C24 1.111
36 H 5.44 2.54 2.28  C25 1.096
37 H 4.51 1.07 2.06  C25 1.095
38 H 6.98 0.88 3.07  C26 1.084
39 H 6.69 -0.28 1.83  C26 1.110
40 H 7.53 1.17 1.41  C26 1.102
41 C 2.56 -2.39 3.33  C42 1.525, H47 1.083, H48 1.100, H49 1.090
42 C 3.20 -3.64 3.94  C41 1.525, C43 1.541, H50 1.106, H51 1.086
43 C 3.99 -4.45 2.89  C42 1.541, C44 1.515, H52 1.116, H53 1.110
44 C 4.80 -5.58 3.50  C43 1.515, C45 1.537, H54 1.108, H55 1.095
45 C 5.31 -6.48 2.37  C44 1.537, C46 1.511, H56 1.086, H57 1.102
46 C 5.95 -7.73 2.92  C45 1.511, H58 1.092, H59 1.102, H60 1.080
47 H 3.32 -1.69 2.99  C41 1.083
48 H 1.90 -1.88 4.03  C41 1.100
49 H 1.98 -2.64 2.43  C41 1.090
50 H 3.87 -3.38 4.78  C42 1.106
51 H 2.38 -4.25 4.31  C42 1.086
52 H 4.73 -3.76 2.41  C43 1.116
53 H 3.27 -4.81 2.13  C43 1.110
54 H 5.61 -5.15 4.12  C44 1.108
55 H 4.19 -6.18 4.18  C44 1.095
56 H 4.47 -6.77 1.74  C45 1.086
57 H 5.98 -5.90 1.71  C45 1.102
58 H 6.86 -7.52 3.49  C46 1.092
59 H 5.25 -8.29 3.56  C46 1.102
60 H 6.19 -8.38 2.09  C46 1.080
61 C 3.49 -3.83 -3.97  C62 1.549, H67 1.100, H68 1.088, H69 1.069
62 C 2.23 -4.73 -3.97  C61 1.549, C63 1.536, H70 1.097, H71 1.076
63 C 0.94 -3.92 -3.72  C62 1.536, C64 1.563, H72 1.091, H73 1.088
64 C 0.77 -2.73 -4.71  C63 1.563, C65 1.532, H74 1.087, H75 1.095
65 C -0.58 -2.02 -4.50  C64 1.532, C66 1.523, H76 1.104, H77 1.091
66 C -0.74 -0.76 -5.34  C65 1.523, H78 1.103, H79 1.087, H80 1.095
67 H 3.50 -3.28 -3.02  C61 1.100
68 H 3.55 -3.18 -4.84  C61 1.088
69 H 4.37 -4.44 -3.89  C61 1.069
70 H 2.04 -5.27 -4.91  C62 1.097
71 H 2.34 -5.43 -3.17  C62 1.076
72 H 1.09 -3.49 -2.73  C63 1.091
73 H 0.07 -4.57 -3.77  C63 1.088
74 H 1.50 -1.93 -4.60  C64 1.087
75 H 0.82 -3.04 -5.76  C64 1.095
76 H -1.36 -2.75 -4.79  C65 1.104
77 H -0.68 -1.75 -3.45  C65 1.091
78 H 0.09 -0.08 -5.12  C66 1.103
79 H -0.74 -1.04 -6.39  C66 1.087
80 H -1.69 -0.25 -5.17  C66 1.095
81 C -0.63 3.50 -3.25  C82 1.545, H87 1.109, H88 1.094, H89 1.112
82 C -2.00 2.81 -3.05  C81 1.545, C83 1.570, H90 1.097, H91 1.092
83 C -3.18 3.84 -3.06  C82 1.570, C84 1.532, H92 1.101, H93 1.096
84 C -4.52 3.13 -3.29  C83 1.532, C85 1.527, H94 1.104, H95 1.080
85 C -5.69 4.00 -2.86  C84 1.527, C86 1.555, H96 1.096, H97 1.098
86 C -7.04 3.22 -2.98  C85 1.555, H98 1.097, H99 1.077, H100 1.095
87 H -0.52 3.87 -4.29  C81 1.109
88 H 0.17 2.80 -3.00  C81 1.094
89 H -0.53 4.40 -2.61  C81 1.112
90 H -2.18 2.02 -3.79  C82 1.097
91 H -2.04 2.25 -2.11  C82 1.092
92 H -3.01 4.52 -3.91  C83 1.101
93 H -3.18 4.41 -2.13  C83 1.096
94 H -4.61 2.77 -4.33  C84 1.104
95 H -4.56 2.27 -2.63  C84 1.080
96 H -5.57 4.34 -1.82  C85 1.096
97 H -5.72 4.89 -3.50  C85 1.098
98 H -7.39 3.23 -4.02  C86 1.097
99 H -7.02 2.23 -2.55  C86 1.077
100 H -7.82 3.81 -2.49  C86 1.095
101 C -8.47 -1.44 -2.07  C102 1.563, H107 1.092, H108 1.109, H109 1.106
102 C -7.47 -0.81 -3.10  C101 1.563, C103 1.539, H110 1.077, H111 1.106
103 C -6.07 -0.63 -2.50  C102 1.539, C104 1.516, H112 1.120, H113 1.122
104 C -5.31 -1.94 -2.48  C103 1.516, C105 1.483, H114 1.089, H115 1.100
105 C -4.08 -2.02 -1.66  C104 1.483, C106 1.533, H116 1.088, H117 1.103
106 C -3.01 -1.00 -2.05  C105 1.533, H118 1.098, H119 1.083, H120 1.100
107 H -9.48 -1.53 -2.48  C101 1.092
108 H -8.46 -0.78 -1.17  C101 1.109
109 H -8.19 -2.47 -1.79  C101 1.106
110 H -7.48 -1.43 -3.98  C102 1.077
111 H -7.90 0.18 -3.35  C102 1.106
112 H -6.18 -0.17 -1.49  C103 1.120
113 H -5.48 0.10 -3.13  C103 1.122
114 H -5.97 -2.75 -2.19  C104 1.089
115 H -5.02 -2.15 -3.53  C104 1.100
116 H -4.30 -1.84 -0.60  C105 1.088
117 H -3.64 -3.02 -1.77  C105 1.103
118 H -2.07 -1.21 -1.52  C106 1.098
119 H -2.75 -1.01 -3.10  C106 1.083
120 H -3.32 0.03 -1.79  C106 1.100
121 C -0.72 6.70 2.84  C122 1.495, H126 1.095, H127 1.092, H128 1.078
122 C -2.13 6.35 2.52  C121 1.495, O123 1.222, N124 1.368
123 O -3.02 6.47 3.35  C122 1.222
124 N -2.31 5.88 1.25  C122 1.368, C125 1.435, H129 1.021
125 C -1.31 5.79 0.22  N124 1.435, H130 1.095, H131 1.101, H132 1.084
126 H -0.14 7.28 2.11  C121 1.095
127 H -0.12 5.82 3.06  C121 1.092
128 H -0.79 7.31 3.73  C121 1.078
129 H -3.27 5.75 0.93  N124 1.021
130 H -0.37 5.34 0.56  C125 1.095
131 H -1.12 6.79 -0.19  C125 1.101
132 H -1.66 5.11 -0.54  C125 1.084
133 C 1.73 -5.07 -0.40  C134 1.544, H138 1.089, H139 1.091, H140 1.121
134 C 2.02 -3.56 -0.29  C133 1.544, O135 1.226, N136 1.338
135 O 1.06 -2.83 -0.06  C134 1.226
136 N 3.30 -3.18 -0.43  C134 1.338, C137 1.449, H141 1.004
137 C 3.76 -1.82 -0.24  N136 1.449, H142 1.101, H143 1.103, H144 1.096
138 H 1.03 -5.22 -1.22  C133 1.089
139 H 1.20 -5.36 0.50  C133 1.091
140 H 2.64 -5.73 -0.43  C133 1.121
141 H 3.99 -3.81 -0.78  N136 1.004
142 H 4.52 -1.79 0.56  C137 1.101
143 H 2.96 -1.14 0.11  C137 1.103
144 H 4.12 -1.47 -1.21  C137 1.096
145 C -3.78 -0.19 5.08  C146 1.533, H150 1.088, H151 1.088, H152 1.099
146 C -3.76 1.23 4.52  C145 1.533, O147 1.226, N148 1.332
147 O -4.83 1.73 4.20  C146 1.226
148 N -2.57 1.85 4.54  C146 1.332, C149 1.416, H153 0.999
149 C -2.38 3.20 4.16  N148 1.416, H154 1.080, H155 1.092, H156 1.086
150 H -2.85 -0.54 5.53  C145 1.088
151 H -4.17 -0.89 4.34  C145 1.088
152 H -4.47 -0.17 5.94  C145 1.099
153 H -1.72 1.33 4.60  N148 0.999
154 H -1.40 3.54 4.43  C149 1.080
155 H -3.13 3.83 4.63  C149 1.092
156 H -2.37 3.41 3.09  C149 1.086
157 C -1.09 -0.46 1.48  C158 1.512, H162 1.099, H163 1.112, H164 1.092
158 C -0.50 0.47 0.44  C157 1.512, O159 1.227, N160 1.361
159 O -0.57 1.69 0.53  C158 1.227
160 N 0.18 -0.17 -0.55  C158 1.361, C161 1.444, H165 1.007
161 C 0.79 0.49 -1.68  N160 1.444, H166 1.125, H167 1.080, H168 1.084
162 H -2.18 -0.39 1.45  C157 1.099
163 H -0.79 -0.15 2.50  C157 1.112
164 H -0.80 -1.48 1.23  C157 1.092
165 H 0.27 -1.17 -0.56  N160 1.007
166 H 0.10 0.71 -2.54  C161 1.125
167 H 1.53 -0.21 -2.05  C161 1.080
168 H 1.26 1.39 -1.29  C161 1.084
169 C -2.49 -6.54 1.53  C170 1.503, H174 1.086, H175 1.113, H176 1.087
170 C -3.51 -5.44 1.49  C169 1.503, O171 1.221, N172 1.366
171 O -4.65 -5.60 1.90  C170 1.221
172 N -3.10 -4.30 0.86  C170 1.366, C173 1.479, H177 1.004
173 C -1.74 -4.00 0.35  N172 1.479, H178 1.097, H179 1.090, H180 1.112
174 H -1.54 -6.15 1.89  C169 1.086
175 H -2.26 -6.93 0.51  C169 1.113
176 H -2.82 -7.35 2.18  C169 1.087
177 H -3.77 -3.55 0.90  N172 1.004
178 H -1.74 -3.02 -0.16  C173 1.097
179 H -1.49 -4.71 -0.43  C173 1.090
180 H -0.95 -3.98 1.13  C173 1.112
181 C -6.05 5.13 2.53  C182 1.556, H186 1.075, H187 1.120, H188 1.081
182 C -5.31 4.49 1.32  C181 1.556, O183 1.237, N184 1.340
183 O -5.08 5.11 0.27  C182 1.237
184 N -4.89 3.23 1.52  C182 1.340, C185 1.438, H189 1.003
185 C -4.16 2.52 0.51  N184 1.438, H190 1.082, H191 1.081, H192 1.101
186 H -5.35 5.82 2.94  C181 1.075
187 H -6.37 4.40 3.32  C181 1.120
188 H -6.85 5.71 2.08  C181 1.081
189 H -4.85 2.86 2.45  N184 1.003
190 H -4.07 3.19 -0.34  C185 1.082
191 H -4.65 1.61 0.19  C185 1.081
192 H -3.14 2.27 0.85  C185 1.101
193 C 1.57 1.81 3.10  C194 1.538, H198 1.093, H199 1.092, H200 1.078
194 C 0.85 1.49 4.42  C193 1.538, O195 1.232, N196 1.334
195 O 0.04 0.56 4.51  C194 1.232
196 N 1.08 2.31 5.44  C194 1.334, C197 1.451, H201 0.985
197 C 0.45 2.13 6.73  N196 1.451, H202 1.077, H203 1.079, H204 1.086
198 H 2.15 2.73 3.19  C193 1.093
199 H 0.80 1.83 2.32  C193 1.092
200 H 2.24 1.00 2.88  C193 1.078
201 H 1.68 3.10 5.37  N196 0.985
202 H 0.61 1.12 7.06  C197 1.077
203 H -0.60 2.38 6.68  C197 1.079
204 H 0.93 2.74 7.48  C197 1.086
205 C 0.04 -1.78 7.26  C206 1.502, H210 1.082, H211 1.091, H212 1.092
206 C -0.70 -2.65 6.28  C205 1.502, O207 1.245, N208 1.343
207 O -1.38 -3.62 6.67  C206 1.245
208 N -0.55 -2.34 4.98  C206 1.343, C209 1.448, H213 1.010
209 C -1.19 -3.04 3.89  N208 1.448, H214 1.090, H215 1.083, H216 1.093
210 H 0.36 -0.85 6.80  C205 1.082
211 H 0.87 -2.41 7.59  C205 1.091
212 H -0.62 -1.47 8.07  C205 1.092
213 H -0.22 -1.41 4.79  N208 1.010
214 H -0.53 -3.72 3.35  C209 1.090
215 H -1.57 -2.31 3.18  C209 1.083
216 H -2.00 -3.64 4.30  C209 1.093

Computed properties:
E_tot (eV): -92797.27516
HOMO-LUMO gap (eV): 9.21
Lowest unoccupied orbital energy (eV): 0.070
Multiplicity: 1